Molecular formula: C2H7S
Method: DFT, ωB97M-V with the def2-TZVPD basis set

```
10
C2H7S ωB97M-V with the def2-TZVPD basis set
C -3.475 4.780 2.373
H -4.001 3.939 2.869
H -3.756 5.619 2.908
H -3.829 4.731 1.372
H -2.412 4.593 2.326
C 3.473 -4.789 -2.544
S 3.210 -3.980 -0.835
H 3.725 -3.927 -3.261
H 4.441 -5.326 -2.446
H 2.623 -5.640 -2.762
```

Values from the calculation:
- energy relative to the best compared isomer or geometry (same formula, charge and spin) (kJ/mol) = 112.14
- LUMO (hartree) = 0.0950
- Kohn-Sham gap (eV) = 4.517
- total charge = -1
- electronic energy (eV) = -13022.45511

***

Molecular formula: C9H15NO6Pd
Method: DFT, ωB97M-V with the def2-TZVPD basis set

```
32
C9H15NO6Pd ωB97M-V with the def2-TZVPD basis set
Pd 0.014 0.187 0.023
O -1.864 1.142 -1.352
C -2.385 -0.021 -1.993
C -1.258 -0.901 -2.504
N -0.377 -1.334 -1.412
C -0.938 -2.445 -0.618
C -1.014 -2.169 0.902
O -1.140 -3.069 1.693
O -1.050 -0.891 1.248
C 1.022 -1.502 -1.864
C 1.772 -0.141 -1.891
O 2.960 -0.120 -2.124
O 1.048 0.916 -1.574
H -1.260 1.583 -1.964
H -3.055 0.243 -2.815
H -2.969 -0.534 -1.229
H -0.655 -0.336 -3.216
H -1.665 -1.774 -3.029
H -0.398 -3.368 -0.827
H -1.967 -2.601 -0.948
H 1.086 -2.000 -2.837
H 1.537 -2.134 -1.142
C 3.467 1.067 2.638
C 2.437 1.266 1.566
C 2.543 2.422 0.632
O 1.540 0.430 1.492
H 4.366 1.655 2.473
H 3.708 0.008 2.710
H 3.017 1.369 3.587
H 3.164 3.214 1.046
H 1.558 2.800 0.368
H 2.992 2.052 -0.296
```

Values from the calculation:
- energy relative to the best compared isomer or geometry (same formula, charge and spin) (kJ/mol) = 60.89
- LUMO (spin up / spin down) (hartree) = -0.0120 / -0.0121
- Kohn-Sham gap (spin up / spin down) (eV) = 8.734 / 8.734
- total charge = 0
- electronic energy (eV) = -26830.60019

***

Molecular formula: C3H5F2NO4P
Method: DFT, ωB97M-V with the def2-TZVPD basis set

```
16
C3H5F2NO4P ωB97M-V with the def2-TZVPD basis set
C -0.034 0.860 -1.339
C 0.270 2.118 -1.861
C 0.750 -1.944 2.187
N 0.029 3.293 -1.122
O 0.333 -0.200 -2.150
O -2.100 -2.025 2.141
O -0.614 0.598 -0.254
O -0.780 -2.930 0.122
F 0.821 -1.047 3.185
F 0.894 -3.169 2.767
P -0.931 -1.981 1.246
H 0.688 2.214 -2.847
H 1.598 -1.789 1.506
H -0.438 3.029 -0.257
H 0.041 -1.002 -1.691
H -0.529 3.974 -1.633
```

Values from the calculation:
- energy relative to the best compared isomer or geometry (same formula, charge and spin) (kJ/mol) = 217.22
- LUMO (spin up / spin down) (hartree) = 0.0723 / 0.0742
- Kohn-Sham gap (spin up / spin down) (eV) = 4.066 / 4.171
- total charge = -1
- electronic energy (eV) = -27596.90671

***

Which value of total charge does entry 1 give?
-1